ORCA calculation (wB97M-V/def2-TZVPD) on a molecular structure, C30H37Cl5CrN6O7PS.

Positions of all 88 atoms, in Å:
Cr 1.592 0.722 -0.679
O 2.385 4.139 -2.703
C 2.100 2.965 -2.238
O 1.841 2.722 -1.061
C 2.149 1.831 -3.229
C 2.419 1.872 -4.580
C 2.475 0.656 -5.258
C 2.339 -0.543 -4.561
C 2.077 -0.483 -3.209
N 1.935 0.685 -2.604
C 1.921 -1.593 -2.179
O 2.038 -2.849 -2.475
O 1.660 -1.261 -1.028
H 2.440 4.800 -1.988
H 2.593 2.816 -5.078
H 2.655 0.640 -6.325
H 2.435 -1.488 -5.080
H 2.311 -3.027 -3.387
Cl 5.868 0.157 4.901
C 5.166 0.302 3.346
C 3.790 0.424 3.214
Cl 2.737 0.405 4.571
C 3.263 0.555 1.943
Cl 1.534 0.763 1.698
C 4.020 0.545 0.790
O 3.444 0.651 -0.418
C 5.393 0.403 0.929
Cl 6.346 0.349 -0.504
C 5.965 0.293 2.195
Cl 7.659 0.134 2.340
C -0.990 4.146 -1.304
N -0.923 3.104 -2.350
C -0.909 3.624 -3.721
P -1.387 1.585 -1.901
O -0.402 0.924 -0.926
N -1.439 0.691 -3.287
C -1.242 -0.763 -3.181
C -2.520 0.999 -4.242
N -2.815 1.753 -1.153
C -3.374 0.669 -0.326
C -3.827 2.699 -1.637
H -1.477 5.037 -1.701
H 0.007 4.413 -0.950
H -1.560 3.799 -0.445
H -1.872 4.051 -4.013
H -0.644 2.837 -4.422
H -0.165 4.417 -3.793
H -0.531 -0.996 -2.394
H -0.884 -1.144 -4.141
H -2.175 -1.279 -2.939
H -2.827 2.039 -4.182
H -3.395 0.375 -4.049
H -2.175 0.803 -5.257
H -2.727 -0.208 -0.332
H -4.346 0.373 -0.723
H -3.513 1.011 0.700
H -3.375 3.478 -2.249
H -4.308 3.181 -0.786
H -4.596 2.192 -2.222
C -1.200 -5.228 2.130
C 0.056 -4.805 2.885
C 0.768 -3.602 2.277
N 0.019 -2.353 2.431
C -0.715 -1.754 1.503
S -1.032 -2.350 -0.030
N -1.201 -0.489 1.825
C -1.486 0.138 3.044
O -1.477 1.349 3.067
C -1.851 -0.710 4.207
C -2.561 -1.898 4.046
C -2.938 -2.629 5.160
C -2.608 -2.175 6.433
C -1.918 -0.980 6.594
C -1.546 -0.242 5.482
H -1.573 -6.176 2.517
H -0.991 -5.355 1.066
H -1.997 -4.487 2.226
H 0.774 -5.628 2.885
H -0.189 -4.582 3.927
H 0.939 -3.751 1.212
H 1.727 -3.452 2.773
H 0.089 -1.898 3.330
H -1.306 0.117 1.024
H -2.854 -2.234 3.057
H -3.491 -3.551 5.037
H -2.901 -2.750 7.302
H -1.676 -0.620 7.585
H -1.022 0.699 5.588

Results
Relative energy (zero: lowest compared OMol25 entry of this formula, charge and spin) = 69.8 kJ/mol
Total charge = +2
<S²> = 3.7701
HOMO level (spin up / spin down) = -12.85 / -12.85 eV
Electronic energy = -166133.5356 eV
Spin multiplicity = 4
Orbital gap (spin up / spin down) = 5.76 / 5.52 eV

ORCA calculation (wB97M-V/def2-TZVPD) on a molecular structure, C7H7F2NO in a non-equilibrium geometry.

Positions of all 18 atoms, in Å:
C 1.420 -1.551 -1.653
C 0.635 -0.654 -0.793
C -0.415 0.158 -1.381
C -1.026 0.940 -0.454
C -0.785 1.038 0.898
C 0.069 0.072 1.384
C 0.724 -0.669 0.508
H 1.554 -3.911 -1.689
H 3.403 -2.513 -1.560
H 2.162 -0.784 -1.866
H 0.991 -1.719 -2.645
H -0.501 0.240 -2.365
H -2.342 1.962 0.667
H 1.344 -1.648 0.822
N 2.020 -2.756 -1.233
O -1.538 2.013 1.461
F -1.815 1.912 -1.010
F 0.463 -0.184 2.624

Results
Relative energy (zero: lowest compared OMol25 entry of this formula, charge and spin) = 659.0 kJ/mol
HOMO level = -8.65 eV
Electronic energy = -16338.7068 eV
Orbital gap = 8.65 eV

ORCA calculation (wB97M-V/def2-TZVPD) on a gas-phase ion, C4H11N2O (charge +1) in a non-equilibrium geometry.

Positions of all 18 atoms, in Å:
C 0.859 0.585 1.344
C 1.359 0.395 -0.030
N 2.631 0.163 -0.244
O 0.605 0.420 -1.075
C -0.818 0.615 -1.016
C -1.558 -0.720 -0.826
N -1.619 -1.071 0.591
H 0.029 -0.114 1.512
H 0.459 1.592 1.471
H 1.645 0.430 2.076
H 3.302 0.139 0.509
H 2.974 0.012 -1.185
H -1.068 1.047 -1.985
H -1.082 1.314 -0.220
H -2.548 -0.625 -1.291
H -1.007 -1.492 -1.368
H -2.417 -0.620 1.027
H -1.745 -2.070 0.709

Results
Relative energy (zero: lowest compared OMol25 entry of this formula, charge and spin) = 94.1 kJ/mol
Total charge = +1
SMILES = CC(=[NH2+])OCCN
HOMO level = -13.60 eV
Electronic energy = -9347.8817 eV
Orbital gap = 10.30 eV

ORCA calculation (wB97M-V/def2-TZVPD) on C12F10N2O in the gas phase in a non-equilibrium geometry.

Positions of all 25 atoms, in Å:
O -1.490 -1.084 -0.015
N -0.424 -0.668 -0.310
N 0.183 0.243 0.354
C 0.132 0.629 1.762
C -0.977 1.519 2.132
F -1.968 1.958 1.315
C -1.048 1.923 3.404
F -2.061 2.698 3.774
C -0.105 1.500 4.340
F -0.201 1.977 5.608
C 0.974 0.723 3.999
F 1.946 0.483 4.973
C 1.061 0.220 2.705
F 2.189 -0.538 2.494
C -0.121 -0.792 -1.712
C 0.940 -1.582 -2.108
F 1.791 -2.115 -1.168
C 1.167 -1.824 -3.465
F 2.037 -2.768 -3.884
C 0.351 -1.194 -4.434
F 0.733 -1.422 -5.756
C -0.720 -0.442 -4.099
F -1.681 0.097 -4.975
C -0.866 -0.191 -2.667
F -1.840 0.649 -2.269

Results
Relative energy (zero: lowest compared OMol25 entry of this formula, charge and spin) = 161.2 kJ/mol
SMILES = [O-]/[N+](=N\c1c(F)c(F)c(F)c(F)c1F)c1c(F)c(F)c(F)c(F)c1F
HOMO level = -9.83 eV
Electronic energy = -44639.1152 eV
Orbital gap = 8.89 eV